[1]
# C3H9N2O2

A 2-piece molecular cluster, C3H9N2O2 overall in a non-equilibrium geometry (the ωB97M-V functional and the def2-TZVPD basis, the Open Molecules 2025 dataset).

F_max   6.291 eV Å⁻¹
HOMO-LUMO gap (spin up / spin down)   8.90 / 8.90 eV
Total charge   +1
Energy relative to the best compared isomer or geometry (same formula, charge and spin)   8.336 eV

Each line ends with the Mulliken charge.
Positions of all 16 atoms, in Å:
H 0.45572 0.95033 2.19534  0.396
H 2.00411 0.38438 1.52067  0.382
H 0.51935 1.36783 -0.42378  0.247
H -1.77703 1.04352 0.55154  0.392
H -1.54145 0.10407 -0.90210  0.392
N 0.67801 -0.73058 -0.64311  0.400
C 0.90754 0.23640 1.49628  -1.434
H 0.31385 -2.50167 -2.50729  0.401
H -1.38597 -0.66903 0.60391  0.417
O 0.88195 -1.75485 -0.24733  -0.258
O 0.95157 -1.81829 -2.84810  -0.289
C -1.20277 0.24388 0.11325  -1.441
H 0.70967 -0.67530 1.88660  0.467
N 0.47478 -0.53394 -2.64925  -0.048
C 0.28879 0.39205 0.08133  0.649
H 1.22183 0.18520 -2.76265  0.327

***

[2]
# Cl2H2NP

A 2-piece molecular cluster, Cl2H2NP overall in a non-equilibrium geometry (the ωB97M-V functional and the def2-TZVPD basis, the Open Molecules 2025 dataset).

F_max   3.121 eV Å⁻¹
HOMO-LUMO gap (spin up / spin down)   8.08 / 8.08 eV
Total charge   0
Energy relative to the best compared isomer or geometry (same formula, charge and spin)   6.702 eV

Each line ends with the Mulliken charge.
Positions of all 6 atoms, in Å:
H 1.56885 0.78247 -1.44232  -0.009
N -0.77032 -0.53079 0.28497  -0.140
P -0.39814 1.01169 -0.42319  0.104
Cl -0.69459 -1.88337 -0.90977  -0.010
Cl 0.39847 -0.87731 1.65455  -0.034
H -0.10427 1.49731 0.83576  0.090

***

[3]
# C3H4O2

One molecule with the formula C3H4O2 in a non-equilibrium geometry (the ωB97M-V functional and the def2-TZVPD basis, the Open Molecules 2025 dataset).

F_max   3.677 eV Å⁻¹
HOMO-LUMO gap   8.81 eV
Total charge   0
SMILES string   O[C@]12C[C@@H]1O2
Energy relative to the best compared isomer or geometry (same formula, charge and spin)   4.340 eV

Each line ends with the Mulliken charge.
Positions of all 9 atoms, in Å:
H -0.37821 -1.40432 -0.88230  0.206
C 0.73375 0.67256 -0.59487  -0.327
O 0.08970 -0.50381 1.58546  -0.514
C -0.37777 -0.30977 -1.06121  -0.431
H 0.63838 1.75930 -0.91514  0.201
H 1.66691 0.21983 -0.39065  0.254
C -0.17135 0.13603 0.44378  0.579
H -0.79642 -0.94087 1.98674  0.390
O -1.40499 0.37105 -0.17181  -0.356

***

[4]
# C18H18F6N11O7S4Ti

C18H18F6N11O7S4Ti as an isolated structure in a non-equilibrium geometry (the ωB97M-V functional and the def2-TZVPD basis, the Open Molecules 2025 dataset).

F_max   3.489 eV Å⁻¹
HOMO-LUMO gap (spin up / spin down)   5.47 / 6.57 eV
Total charge   -1
Energy relative to the best compared isomer or geometry (same formula, charge and spin)   1.523 eV

Each line ends with the Mulliken charge.
Positions of all 65 atoms, in Å:
N 3.02836 1.98798 4.77443  -0.567
F 3.20664 -2.97876 -0.48653  -0.208
H -0.74268 5.36119 1.09795  0.179
N -0.70895 2.35795 0.13562  1.040
H -5.18158 -3.76716 2.11609  0.409
C -0.07913 3.38163 0.73866  -0.111
Ti 0.26430 0.75441 -0.74968  -0.982
C 3.35199 2.27316 -3.19380  0.666
N -0.94284 4.42433 0.78637  0.235
H -1.19821 3.08672 -4.98239  0.358
H -2.64363 1.71312 -1.79488  0.106
C 3.56907 -1.72104 -0.26309  0.414
N -2.11936 4.08679 0.21796  -0.943
H 0.60145 0.72686 -5.39566  0.208
H -3.22045 1.14602 -0.23505  0.165
C -0.23857 2.62256 -3.10750  -0.024
F 4.90160 -1.71523 -0.14557  -0.245
C -1.95344 2.84853 -0.16156  0.825
N 3.83266 0.73245 -1.07382  -0.389
H -1.44181 -0.85554 0.34420  0.022
N 1.56580 1.12940 1.74406  -0.606
C 1.84737 0.64286 2.96400  0.856
H -1.91061 -4.95018 5.61710  0.370
C -0.86082 -3.05508 1.64802  -0.054
F 3.02062 3.45398 -3.72466  -0.253
S 3.23387 2.15346 -1.31224  0.886
N -0.55982 -3.55776 2.90828  0.028
C -3.01118 2.04125 -0.82206  -0.947
F 4.56343 1.96677 -3.65810  -0.253
C -0.44306 0.44003 -3.55565  0.072
O -0.64482 -0.74197 -3.35100  -0.613
H -3.90966 2.64376 -0.93245  0.373
O -0.16453 3.64948 -2.46024  -0.585
S 1.43441 3.48183 1.48101  -0.449
N -0.33792 1.37679 -2.58262  1.216
N 1.22394 -1.69185 3.77579  -0.606
O 4.04106 3.19919 -0.80142  -0.688
H 0.56126 3.08165 -5.07104  0.267
N -1.19365 -0.34263 -0.50107  0.419
S 3.07907 -0.53337 -1.63082  1.038
C -1.50989 -4.00476 3.75044  0.862
H -0.60054 -3.75754 5.64884  0.329
H -0.33168 -5.34117 4.92075  0.331
O 3.67676 -1.05336 -2.81437  -0.641
C -0.32615 1.07910 -4.94338  -0.821
C -0.29960 2.56729 -4.64408  -0.687
H 0.39999 -3.40926 3.21852  0.460
H -4.81676 -2.03890 2.06504  0.261
H -1.40943 -0.94368 -1.29528  0.243
H -3.61904 -4.31872 3.96450  0.344
C 1.52020 -0.64318 3.38172  0.270
C -4.50780 -3.01973 1.70655  -1.340
F 3.06709 -1.31322 0.89240  -0.074
C -2.82036 -3.93622 3.34983  -0.897
C -3.09764 -3.28115 2.12599  0.828
O 1.81013 2.20499 -1.12562  -0.237
C -1.06586 -4.54941 5.06428  -1.385
O 1.63939 -0.42235 -1.64279  -0.268
H -1.15068 0.75914 -5.58174  0.418
H -4.57656 -3.01665 0.62372  0.351
N -2.14878 -2.86473 1.32555  -0.450
S 0.38280 -2.76747 0.59897  -0.284
O 0.98657 0.42131 0.81225  0.458
C 2.49330 1.42855 3.91879  -0.520
F 2.48443 1.36746 -3.67754  -0.182

***

[5]
# C12H36F2KNO20P4S2

C12H36F2KNO20P4S2 as an isolated structure in a non-equilibrium geometry (the ωB97M-V functional and the def2-TZVPD basis, the Open Molecules 2025 dataset).

F_max   11.279 eV Å⁻¹
HOMO-LUMO gap   10.20 eV
Total charge   0
Energy relative to the best compared isomer or geometry (same formula, charge and spin)   5.045 eV

Each line ends with the Mulliken charge.
Positions of all 78 atoms, in Å:
H -0.23330 5.38012 -1.87697  0.246
H -2.65061 -5.87327 -1.91289  0.244
H -2.66555 0.08945 2.88419  0.342
H -4.94166 3.32635 4.88104  0.357
O -0.02859 1.18944 3.87861  -0.648
O -1.74774 -1.65257 -0.70972  -0.539
O 2.76917 3.13166 -1.64330  -0.360
H 4.08194 -1.96451 2.61592  0.298
P 1.71111 2.81049 -2.86216  0.858
H -3.00431 1.32854 1.66849  0.268
F -0.68340 4.22896 0.78821  -0.293
O 2.10619 1.92438 2.78095  -0.639
H 2.24106 4.09308 0.22039  0.307
H 0.43818 -4.12389 1.54730  0.350
S 0.69568 1.60537 2.69695  0.809
H 1.79025 -3.44208 -2.46837  -0.108
H -2.42535 -0.25590 1.22722  -0.095
H -1.14252 4.22177 -2.89561  0.293
O 0.79499 1.65987 -2.70245  -0.533
O -2.64174 -4.13827 -1.10709  -0.392
O 3.43775 -2.54235 -2.04032  -0.403
C 2.35491 3.14354 -0.30260  -0.126
H 3.35614 -4.45626 -2.54872  0.322
C -0.24422 4.37454 -2.29742  -0.064
H 5.64538 -1.61742 1.62320  0.314
O 2.03184 -0.82563 -0.60998  0.525
O -4.41586 -0.16262 1.94115  -0.164
C 4.89866 0.20013 -2.24029  -0.600
C 2.76857 -3.68361 -2.05285  -0.231
O -1.50886 3.85618 2.88501  -0.513
F 0.99199 0.14365 2.09031  -0.281
H -0.78270 -2.82094 1.62440  0.370
C -4.40589 2.74450 4.13104  -0.732
H -6.29323 -0.76079 5.33015  0.263
O -0.97719 -3.38113 -2.63265  -0.406
H -1.43557 -2.45936 -4.47656  0.306
H -0.13104 3.77210 -1.39611  -0.169
S -0.24759 3.62508 2.19896  0.803
H 2.66271 -4.04753 -1.03087  0.222
O -4.90101 1.42204 3.99197  -0.305
H -6.20692 -2.06297 4.29377  0.272
H 2.59296 0.90273 -4.60452  0.261
H -3.38566 2.68216 4.50965  0.263
H -4.82811 -0.92751 4.45358  0.214
H 4.46059 1.19575 -2.31069  0.086
H 3.04329 1.93041 -5.96083  0.292
P -5.53735 0.80449 2.61680  0.865
H -4.37547 3.43316 3.28670  0.304
H -3.07903 -5.61987 -0.19633  0.261
K -0.37204 0.58524 -0.50488  1.196
O 4.68859 -0.36932 -1.09684  -0.348
P -1.41474 -3.04535 -1.14589  1.032
C -3.10239 0.26831 1.90170  -0.228
C -2.35530 -5.39404 -0.97948  -0.761
H -1.35250 -5.56532 -0.58815  0.364
O 2.65063 2.84824 -4.15622  -0.387
O -0.22576 -3.70439 -0.24211  -0.238
H 4.37064 -0.52401 1.71877  0.227
H 1.43331 2.56156 -0.30929  -0.140
O -6.48760 -0.29406 3.24965  -0.397
C -0.77438 -2.37738 -3.61388  -0.586
H 4.22212 1.64019 -4.87142  0.282
H 0.91418 -2.54364 1.04114  0.040
C 0.06161 -3.22240 1.06397  -0.565
C 3.14410 1.80087 -4.88326  -0.641
O 3.92449 -2.21104 0.55995  -0.331
H 0.21849 -2.52282 -4.03951  0.223
H 4.52284 -0.34355 -3.10704  0.327
H 3.21633 2.67832 0.17660  0.276
O -6.08135 1.77212 1.71323  -0.708
O 0.88540 4.17251 -3.08685  -0.405
P 3.41087 -1.44286 -0.77880  0.133
O 0.87076 4.44600 2.52503  -0.551
H -0.85250 -1.42504 -3.08944  0.218
N -0.09747 2.10940 1.53967  0.073
H 5.97876 0.31392 -2.33259  0.334
C -5.90885 -1.01565 4.34253  -0.517
C 4.55879 -1.59758 1.70703  -0.634

***

[6]
# C2HN4O2S

An isolated ion of composition C2HN4O2S and charge -1 in a non-equilibrium geometry (the ωB97M-V functional and the def2-TZVPD basis, the Open Molecules 2025 dataset).

F_max   2.671 eV Å⁻¹
HOMO-LUMO gap   7.36 eV
Total charge   -1
Energy relative to the best compared isomer or geometry (same formula, charge and spin)   1.860 eV

Each line ends with the Mulliken charge.
Positions of all 10 atoms, in Å:
N 1.09537 0.59183 -0.21606  -0.559
C -0.15867 0.35883 -0.07344  0.164
S -2.76715 0.19721 -0.39091  -0.254
H -0.96342 1.12397 -1.74957  0.345
N -0.99657 -0.84777 1.39904  -0.047
O 1.92104 -0.84768 1.11212  -0.617
N -2.13709 -0.92475 1.19354  -0.227
O 3.11353 -0.14610 -0.57900  -0.699
N 2.07592 -0.19718 0.09366  1.067
C -1.18298 0.69164 -0.78940  -0.173

***

- Which value of energy relative to the best compared isomer or geometry (same formula, charge and spin) does entry 3 give?
  4.340 eV

***

- F_max of number 4 (C18H18F6N11O7S4Ti)?
  3.489 eV Å⁻¹

***

- What is the energy relative to the best compared isomer or geometry (same formula, charge and spin) in the sixth record?
  1.860 eV